Molecular formula: C16H50N2O12
Method: DFT, ωB97M-V/def2-TZVPD

Each line ends with the Löwdin charge.
Geometry (Å):
C: 4.166 4.239 7.143  -0.14
O: 3.751 3.264 6.285  -0.17
C: 4.597 3.084 5.187  -0.21
C: 5.779 2.141 5.591  -0.21
N: 5.292 0.782 5.762  -0.07
C: 6.308 -0.272 5.589  -0.19
C: 7.263 -0.432 6.832  -0.22
O: 6.692 -0.798 8.079  -0.22
C: 6.012 -2.093 8.124  -0.05
H: 3.468 4.526 7.930  0.10
H: 4.374 5.158 6.595  0.08
H: 5.146 3.926 7.504  0.08
H: 5.076 3.948 4.727  0.12
H: 4.008 2.581 4.420  0.12
H: 6.280 2.414 6.520  0.11
H: 6.511 2.084 4.786  0.11
H: 5.193 0.839 6.765  0.09
H: 6.891 -0.035 4.699  0.11
H: 5.759 -1.203 5.456  0.10
H: 7.797 0.516 6.887  0.12
H: 7.957 -1.220 6.540  0.11
H: 5.737 -2.411 9.129  0.09
H: 6.775 -2.746 7.702  0.09
H: 5.148 -1.906 7.485  0.08
C: -3.051 1.216 1.563  -0.11
O: -3.802 0.542 2.594  -0.20
C: -4.031 -0.826 2.305  -0.22
C: -2.680 -1.502 2.091  -0.21
N: -2.440 -2.621 3.021  -0.07
C: -1.636 -3.743 2.493  -0.16
C: -1.140 -4.730 3.735  -0.15
O: -0.054 -4.083 4.422  -0.18
C: -0.425 -3.768 5.699  -0.17
H: -2.036 1.297 1.953  0.08
H: -3.533 2.186 1.442  0.09
H: -3.043 0.772 0.568  0.09
H: -4.658 -0.923 1.418  0.11
H: -4.681 -1.288 3.048  0.12
H: -1.854 -0.797 2.192  0.11
H: -2.770 -1.747 1.033  0.11
H: -1.695 -2.265 3.602  0.08
H: -0.711 -3.287 2.138  0.10
H: -2.116 -4.088 1.577  0.11
H: -0.855 -5.623 3.178  0.10
H: -1.979 -5.063 4.346  0.11
H: -0.644 -4.642 6.312  0.08
H: -1.339 -3.184 5.805  0.09
H: 0.448 -3.277 6.129  0.09
O: 3.223 -5.279 0.885  -0.05
H: 3.318 -5.400 -0.060  0.03
H: 3.131 -4.333 0.999  0.02
O: 4.281 -6.029 4.942  -0.05
H: 3.613 -5.781 5.581  0.02
H: 3.856 -5.910 4.092  0.02
O: 9.751 0.487 -0.533  -0.05
H: 8.953 -0.040 -0.583  0.02
H: 10.462 -0.153 -0.543  0.03
O: 1.206 2.845 -2.258  -0.05
H: 0.761 2.435 -3.000  0.03
H: 0.876 2.377 -1.491  0.02
C: 5.080 -0.413 0.421  -0.22
C: 3.539 -0.402 0.636  -0.25
O: 3.279 -0.938 1.894  -0.08
O: 5.722 -1.640 0.813  -0.06
H: 5.395 0.425 1.042  0.11
H: 5.208 -0.132 -0.624  0.12
H: 2.945 -0.978 -0.074  0.12
H: 3.162 0.620 0.687  0.11
H: 3.535 -0.332 2.593  0.09
H: 5.262 -2.008 1.571  0.07
C: 3.536 -4.668 -5.696  -0.25
C: 3.475 -5.486 -4.464  -0.27
O: 3.273 -4.679 -3.333  -0.05
O: 4.675 -3.827 -5.648  -0.08
H: 2.783 -3.881 -5.646  0.12
H: 3.522 -5.207 -6.643  0.12
H: 4.357 -6.123 -4.404  0.12
H: 2.659 -6.208 -4.500  0.12
H: 3.700 -3.843 -3.535  0.08
H: 4.755 -3.284 -6.436  0.09

Summary:
**Relative energy (zero: lowest compared OMol25 entry of this formula, charge and spin)**: 4.368 eV
**Multiplicity**: 1
**Max |F|**: 0.0710 hartree/bohr
**Electronic energy**: -1651.7288 a.u.
**Lowest unoccupied orbital energy**: 0.090 eV


Molecular formula: C16H50N2O8
Method: DFT, ωB97M-V/def2-TZVPD

Each line ends with the Löwdin charge.
Geometry (Å):
C: 0.132 -1.271 -0.431  -0.05
C: 0.993 -0.333 -1.336  -0.42
C: 2.490 -0.337 -0.822  -0.03
O: 0.930 -0.911 -2.616  -0.07
H: 0.439 -1.228 0.614  0.07
H: -0.053 -2.310 -0.701  0.07
H: -0.898 -0.916 -0.454  0.05
H: 0.422 0.595 -1.339  0.11
H: 2.623 0.413 -0.042  0.08
H: 3.081 0.018 -1.667  0.06
H: 2.849 -1.264 -0.376  0.07
H: 1.679 -1.511 -2.644  0.03
C: -2.450 5.039 1.639  -0.03
C: -1.534 5.409 0.383  -0.43
C: -1.888 4.597 -0.809  -0.23
O: -1.663 3.184 -0.544  -0.21
C: -1.839 2.410 -1.815  -0.05
N: -1.459 6.831 0.082  0.03
H: -2.180 4.055 2.022  0.06
H: -3.526 5.053 1.468  0.07
H: -2.275 5.803 2.396  0.06
H: -0.534 5.023 0.578  0.13
H: -1.265 4.909 -1.648  0.12
H: -2.939 4.715 -1.073  0.13
H: -2.901 2.364 -2.059  0.09
H: -1.430 1.407 -1.693  0.05
H: -1.297 2.906 -2.620  0.09
H: -0.883 7.095 -0.704  0.07
H: -0.917 7.223 0.839  0.07
C: -0.787 -2.141 5.062  -0.06
C: -1.167 -2.069 3.591  -0.45
C: -0.786 -3.240 2.734  -0.17
O: 0.662 -3.258 2.689  -0.21
C: 1.246 -4.205 1.782  -0.11
N: -2.587 -1.849 3.589  0.04
H: -1.128 -1.275 5.631  0.07
H: 0.261 -2.125 5.363  0.07
H: -1.247 -3.033 5.488  0.08
H: -0.728 -1.158 3.185  0.13
H: -1.037 -3.227 1.673  0.11
H: -1.149 -4.208 3.079  0.13
H: 2.300 -4.204 2.059  0.08
H: 1.031 -3.979 0.738  0.07
H: 0.962 -5.253 1.879  0.08
H: -2.867 -1.407 2.725  0.04
H: -2.983 -1.383 4.393  0.07
C: 3.102 1.795 -4.478  -0.17
O: 4.056 1.544 -5.475  -0.12
H: 3.554 1.940 -3.497  0.07
H: 2.399 2.570 -4.784  0.08
H: 2.577 0.853 -4.321  0.07
H: 4.761 2.184 -5.598  0.08
C: 2.443 -3.970 -3.003  -0.14
O: 3.099 -2.746 -2.739  -0.13
H: 3.054 -4.817 -2.694  0.09
H: 1.448 -4.050 -2.564  0.08
H: 2.122 -3.975 -4.045  0.08
H: 4.008 -2.898 -3.005  0.10
C: -3.457 1.343 1.424  -0.21
O: -3.993 0.160 1.740  -0.11
H: -2.456 1.052 1.106  0.08
H: -3.822 1.838 0.525  0.08
H: -3.395 1.948 2.329  0.08
H: -4.953 0.156 1.744  0.10
C: 4.606 -1.743 2.348  -0.19
O: 4.825 -0.493 2.951  -0.10
H: 3.605 -2.058 2.053  0.05
H: 5.292 -1.800 1.503  0.08
H: 4.765 -2.585 3.021  0.07
H: 4.116 -0.421 3.594  0.08
C: -2.860 -1.355 -3.019  -0.15
O: -2.114 -0.284 -3.587  -0.13
H: -3.809 -1.437 -3.548  0.08
H: -2.403 -2.344 -2.991  0.08
H: -3.065 -1.021 -2.002  0.06
H: -1.209 -0.343 -3.272  0.04

Summary:
**Relative energy (zero: lowest compared OMol25 entry of this formula, charge and spin)**: 3.907 eV
**Multiplicity**: 1
**Max |F|**: 0.0794 hartree/bohr
**Electronic energy**: -1350.8168 a.u.
**Lowest unoccupied orbital energy**: 0.452 eV


Molecular formula: C16H51O12
Method: DFT, ωB97M-V/def2-TZVPD

Each line ends with the Löwdin charge.
Geometry (Å):
C: -5.331 37.757 9.906  -0.07
C: -6.167 38.512 10.942  -0.80
O: -7.338 38.788 10.577  -0.13
O: -5.665 38.807 12.072  -0.14
H: -5.946 36.954 9.500  0.05
H: -4.454 37.293 10.358  0.05
H: -5.047 38.328 9.021  0.05
C: -2.284 43.215 11.347  -0.16
O: -2.199 42.835 12.722  -0.14
H: -1.629 44.043 11.074  0.07
H: -1.963 42.270 10.909  0.08
H: -3.310 43.441 11.056  0.08
H: -2.945 42.246 12.859  0.07
C: -2.537 35.363 15.747  -0.18
O: -3.938 35.509 15.918  -0.12
H: -2.064 34.623 16.392  0.07
H: -2.302 35.161 14.702  0.08
H: -2.009 36.265 16.058  0.07
H: -4.211 36.272 15.404  0.08
C: -12.907 37.897 7.153  -0.18
O: -11.721 37.167 7.345  -0.12
H: -13.648 37.769 7.941  0.07
H: -12.580 38.931 7.035  0.08
H: -13.363 37.475 6.258  0.08
H: -11.246 37.708 7.980  0.08
C: -9.711 45.396 10.445  -0.17
O: -9.068 44.652 9.405  -0.12
H: -8.979 45.647 11.211  0.07
H: -9.988 46.344 9.983  0.07
H: -10.580 44.963 10.941  0.07
H: -8.857 43.820 9.836  0.07
C: -7.472 43.812 17.143  -0.18
O: -8.791 43.816 17.618  -0.12
H: -7.523 44.424 16.243  0.07
H: -6.777 44.297 17.828  0.08
H: -7.055 42.856 16.825  0.08
H: -9.330 43.257 17.054  0.08
C: -10.595 33.990 12.976  -0.15
O: -11.237 33.150 13.921  -0.15
H: -10.937 33.657 11.996  0.08
H: -10.940 34.999 13.202  0.07
H: -9.523 33.959 13.174  0.08
H: -10.896 33.296 14.807  0.07
C: -9.030 31.570 5.918  -0.21
O: -9.552 32.571 5.139  -0.11
H: -8.927 30.623 5.389  0.08
H: -8.059 31.956 6.226  0.08
H: -9.562 31.396 6.854  0.07
H: -9.711 33.350 5.677  0.09
C: -13.948 40.271 13.781  -0.18
O: -12.742 40.438 14.482  -0.12
H: -14.779 40.699 14.341  0.07
H: -13.882 40.726 12.793  0.08
H: -14.229 39.218 13.748  0.07
H: -12.010 40.102 13.959  0.08
C: -4.764 46.012 4.555  -0.06
C: -5.725 45.143 3.773  -0.56
C: -5.353 43.714 3.842  -0.07
O: -6.977 45.300 4.322  -0.04
H: -3.734 45.658 4.511  0.07
H: -5.007 46.005 5.618  0.08
H: -4.727 47.016 4.131  0.08
H: -5.761 45.432 2.723  0.14
H: -5.363 43.353 4.871  0.09
H: -4.404 43.614 3.316  0.08
H: -6.026 43.071 3.274  0.08
H: -7.052 44.987 5.226  0.10
C: -0.158 38.455 4.251  -0.06
C: 0.866 39.592 4.093  -0.47
C: 1.305 40.265 5.461  -0.05
O: 2.026 39.022 3.575  -0.07
H: -1.142 38.802 4.566  0.08
H: 0.216 37.728 4.972  0.07
H: -0.346 37.824 3.382  0.07
H: 0.515 40.391 3.439  0.13
H: 1.645 39.533 6.193  0.07
H: 0.501 40.822 5.943  0.07
H: 2.106 40.992 5.326  0.07
H: 2.475 38.543 4.275  0.09

Summary:
**Multiplicity**: 1
**Max |F|**: 0.0536 hartree/bohr
**Electronic energy**: -1542.9205 a.u.
**Lowest unoccupied orbital energy**: 2.011 eV
**Total charge**: -1